1.
ORCA calculation (ωB97M-V with the def2-TZVPD basis set) on a molecular structure, C52H61Cl3N7OP2ReS in a non-equilibrium geometry.

Properties
Frontier orbital gap (spin up / spin down) ... 0.2051 / 0.1065 hartree
Spin multiplicity ... 2
Total charge ... +3
Expectation value of S² ... 0.759

Positions of all 128 atoms, in Å:
Re (0.2100, 0.1960, 0.3394)
N (0.5560, 2.4764, 0.1423)
C (-0.5559, 3.3853, 0.2989)
C (-0.3948, 4.7039, 0.6053)
C (-1.5176, 5.5582, 0.6421)
C (-2.7542, 5.0610, 0.3493)
C (-2.9278, 3.6833, 0.0762)
C (-4.1888, 3.1032, -0.1864)
C (-4.2691, 1.7583, -0.3924)
C (-3.1053, 0.9846, -0.3300)
N (-1.9002, 1.4782, -0.0916)
C (-1.8068, 2.8340, 0.0849)
H (0.8160, 2.4620, -0.8510)
H (1.3489, 2.8357, 0.6574)
H (0.5956, 5.1031, 0.8133)
H (-1.3813, 6.6071, 0.8757)
H (-3.6226, 5.7109, 0.3375)
H (-5.0758, 3.7275, -0.2023)
H (-5.2192, 1.2691, -0.5714)
H (-3.1867, -0.0689, -0.4678)
C (2.9563, 1.0261, 1.8784)
N (2.6077, 0.6351, 0.4854)
C (3.1164, 1.6906, -0.4359)
C (3.3271, -0.6188, 0.1498)
C (2.4959, -1.8147, 0.3709)
C (3.1134, -3.0522, 0.4439)
C (2.3616, -4.2155, 0.5534)
C (0.9715, -4.1259, 0.6087)
C (0.3630, -2.8875, 0.5600)
C (1.1018, -1.6977, 0.4318)
H (3.9834, 1.3917, 1.9077)
H (2.8798, 0.1667, 2.5312)
H (2.2934, 1.8163, 2.2322)
H (4.2032, 1.6272, -0.5090)
H (2.8805, 2.6863, -0.0671)
H (2.6991, 1.5562, -1.4295)
H (4.2481, -0.6829, 0.7312)
H (3.6333, -0.5798, -0.8957)
H (4.1971, -3.1073, 0.4004)
H (2.8514, -5.1820, 0.5894)
H (0.3613, -5.0161, 0.6956)
H (-0.7092, -2.8545, 0.6022)
C (0.9835, -0.4702, 3.8021)
P (-0.4648, -0.3232, 2.7151)
C (-1.2141, -2.0367, 2.9861)
N (-0.5858, -2.6586, 3.9544)
C (-0.7795, -3.9673, 4.2283)
C (-0.0981, -4.6113, 5.2883)
C (-0.2172, -5.9621, 5.4227)
C (-1.0060, -6.7212, 4.5178)
C (-1.7128, -6.1158, 3.5197)
C (-1.6351, -4.7107, 3.3836)
N (-2.3687, -4.0467, 2.4555)
C (-2.2193, -2.7557, 2.2251)
P (-3.3927, -2.0204, 0.9741)
C (-2.3336, -2.2832, -0.5412)
C (-4.7797, -3.2384, 0.6479)
C (-4.3571, -4.5727, 0.0229)
C (-5.5421, -3.4494, 1.9596)
C (-5.6910, -2.4966, -0.3413)
C (-1.5690, 0.8421, 3.7143)
C (-0.9740, 2.2520, 3.5788)
C (-1.5753, 0.4093, 5.1853)
C (-2.9999, 0.8160, 3.1871)
H (0.6676, -0.8304, 4.7700)
H (1.4590, 0.5053, 3.9119)
H (1.6840, -1.1912, 3.3806)
H (0.5141, -4.0245, 5.9644)
H (0.3093, -6.4725, 6.2206)
H (-1.0550, -7.7981, 4.6341)
H (-2.3308, -6.6828, 2.8316)
H (-2.9039, -2.0027, -1.4299)
H (-2.0119, -3.3191, -0.6626)
H (-1.4297, -1.6407, -0.4847)
H (-3.6016, -5.0765, 0.6092)
H (-3.9960, -4.4427, -1.0030)
H (-5.2341, -5.2273, -0.0271)
H (-4.9449, -3.9718, 2.7060)
H (-6.4330, -4.0533, 1.7639)
H (-5.8757, -2.4962, 2.3836)
H (-5.1808, -2.2697, -1.2855)
H (-6.0683, -1.5640, 0.0865)
H (-6.5488, -3.1298, -0.5810)
H (0.0429, 2.3016, 3.9863)
H (-1.5850, 2.9637, 4.1438)
H (-0.9497, 2.5780, 2.5349)
H (-0.6416, 0.6543, 5.6945)
H (-1.7826, -0.6548, 5.3092)
H (-2.3735, 0.9588, 5.6921)
H (-3.0529, 1.0549, 2.1315)
H (-3.5940, 1.5556, 3.7345)
H (-3.4618, -0.1566, 3.3375)
Cl (-0.7602, 6.1380, -3.6455)
C (0.3466, 4.8731, -4.0354)
C (1.2510, 4.4376, -3.0796)
C (2.1121, 3.3995, -3.4006)
C (2.0814, 2.7612, -4.6377)
C (2.9649, 1.5424, -4.8286)
C (2.1341, 0.2386, -4.9858)
N (1.1553, 0.1708, -3.8873)
C (-0.1180, 0.7006, -3.9447)
C (-0.5875, 0.7230, -2.6794)
N (0.3985, 0.2148, -1.8267)
C (1.4283, -0.1152, -2.6170)
O (3.8362, 1.6989, -5.8986)
C (5.1898, 1.2729, -5.6579)
C (5.7958, 1.8802, -4.4173)
C (5.7662, 3.2065, -4.1123)
Cl (5.1548, 4.4744, -5.0791)
S (6.4638, 3.5398, -2.5786)
C (6.8215, 1.8879, -2.3259)
C (6.4159, 1.1231, -3.3722)
C (1.1952, 3.2570, -5.5942)
Cl (1.1110, 2.5789, -7.1786)
C (0.3372, 4.3096, -5.2990)
H (1.2910, 4.9336, -2.1125)
H (2.8639, 3.0902, -2.6801)
H (3.5338, 1.4368, -3.8977)
H (2.7941, -0.6239, -4.9534)
H (1.5992, 0.2532, -5.9266)
H (-0.5678, 1.0196, -4.8737)
H (-1.5507, 1.0494, -2.3353)
H (2.3328, -0.6113, -2.2969)
H (5.7337, 1.5725, -6.5486)
H (5.2390, 0.1832, -5.5792)
H (7.3471, 1.5722, -1.4324)
H (6.5854, 0.0505, -3.4277)
H (-0.3410, 4.6831, -6.0576)

***

2.
ORCA calculation (ωB97M-V with the def2-TZVPD basis set) on a molecular structure, C52H61GeIO6P3Pd in a non-equilibrium geometry.

Properties
Frontier orbital gap (spin up / spin down) ... 0.2179 / 0.2042 hartree
Relative energy (zero: lowest compared OMol25 entry of this formula, charge and spin) ... 28.7 kcal per mole
Spin multiplicity ... 2
Total charge ... +2
Expectation value of S² ... 0.758

Positions of all 125 atoms, in Å:
Pd (-0.8342, 0.4341, 0.6038)
C (2.4760, -5.1308, 1.4805)
C (1.7149, -3.8284, 1.3503)
C (1.0842, -3.3721, 2.6512)
O (2.6861, -2.8158, 0.8958)
P (2.2376, -1.6447, -0.0483)
O (0.7885, -1.3079, 0.1085)
C (3.3576, -0.2965, 0.4105)
P (2.7253, 0.4959, 1.9196)
O (1.2880, 0.8195, 1.8486)
O (3.0280, -0.4218, 3.1598)
C (4.3771, -0.6142, 3.7025)
C (4.8496, -2.0333, 3.4433)
C (4.3119, -0.3010, 5.1838)
O (3.6865, 1.7517, 1.9980)
C (3.3794, 2.8010, 2.9778)
C (2.5327, 3.8732, 2.3135)
C (4.6991, 3.3397, 3.4871)
O (2.4650, -2.0074, -1.5571)
C (3.6816, -2.3765, -2.2778)
C (4.4032, -1.1172, -2.7303)
C (4.5685, -3.3049, -1.4721)
H (1.8324, -5.8945, 1.9153)
H (3.3440, -4.9926, 2.1260)
H (2.8157, -5.4783, 0.5049)
H (0.9503, -3.9192, 0.5769)
H (1.8389, -3.2952, 3.4332)
H (0.3251, -4.0897, 2.9623)
H (0.6197, -2.3919, 2.5351)
H (3.3564, 0.4540, -0.3806)
H (4.3693, -0.6748, 0.5613)
H (5.0462, 0.0905, 3.2023)
H (4.2911, -2.7413, 4.0567)
H (5.9045, -2.1076, 3.7060)
H (4.7281, -2.3113, 2.3976)
H (3.5766, -0.9458, 5.6656)
H (4.0295, 0.7379, 5.3553)
H (5.2869, -0.4768, 5.6367)
H (2.8110, 2.3450, 3.7954)
H (3.0862, 4.3284, 1.4907)
H (2.2846, 4.6446, 3.0425)
H (1.6090, 3.4450, 1.9246)
H (5.2461, 3.8132, 2.6713)
H (5.3178, 2.5437, 3.9020)
H (4.5244, 4.0816, 4.2652)
H (3.2891, -2.9067, -3.1437)
H (4.9495, -0.6618, -1.9022)
H (3.6838, -0.3976, -3.1242)
H (5.1134, -1.3609, -3.5187)
H (4.9299, -2.8090, -0.5687)
H (5.4277, -3.5943, -2.0753)
H (4.0298, -4.2067, -1.1830)
I (-1.7184, 1.6201, 2.9403)
C (-1.4928, 3.7033, 2.5446)
C (-0.9243, 4.3943, 3.5777)
C (-0.9026, 5.7983, 3.5724)
C (-1.5311, 6.4698, 2.5676)
C (-2.1299, 5.7732, 1.4923)
C (-2.8249, 6.5012, 0.5029)
C (-3.4464, 5.8676, -0.5322)
C (-3.2912, 4.4829, -0.6688)
C (-2.5747, 3.7314, 0.2378)
P (-2.1474, 2.0787, -0.4490)
C (-3.7666, 1.5024, -1.0266)
C (-4.6264, 1.1016, -0.0017)
C (-5.8933, 0.6325, -0.2973)
C (-6.3096, 0.5414, -1.6190)
C (-5.4665, 0.9529, -2.6379)
C (-4.2001, 1.4386, -2.3472)
C (-0.9828, 2.6130, -1.7635)
C (-1.3139, 3.2475, -2.9581)
C (-0.3142, 3.6994, -3.8066)
C (1.0215, 3.5472, -3.4663)
C (1.3644, 2.9433, -2.2652)
C (0.3694, 2.4696, -1.4238)
C (-2.0544, 4.3450, 1.4137)
H (-0.5205, 3.8649, 4.4305)
H (-0.4383, 6.3284, 4.3924)
H (-1.5925, 7.5504, 2.5817)
H (-2.8739, 7.5789, 0.5964)
H (-4.0172, 6.4199, -1.2656)
H (-3.7364, 3.9977, -1.5277)
H (-4.3055, 1.1749, 1.0312)
H (-6.5584, 0.3391, 0.5039)
H (-7.2931, 0.1560, -1.8524)
H (-5.7994, 0.9125, -3.6669)
H (-3.5759, 1.7916, -3.1555)
H (-2.3462, 3.3966, -3.2439)
H (-0.5812, 4.1907, -4.7330)
H (1.7976, 3.9148, -4.1243)
H (2.4042, 2.8699, -1.9716)
H (0.6509, 2.0166, -0.4747)
C (-1.3335, -0.1085, -3.6461)
Ge (-0.8694, -1.0042, -1.8992)
C (-0.3386, -2.8376, -2.4156)
C (-0.5599, -3.9092, -1.5551)
C (-0.1775, -5.1899, -1.9241)
C (0.4377, -5.4063, -3.1506)
C (0.6438, -4.3454, -4.0210)
C (0.2630, -3.0632, -3.6513)
C (-2.4417, -1.5626, -0.7308)
C (-2.2422, -1.4598, 0.6333)
C (-3.2791, -1.7274, 1.5579)
C (-4.4696, -2.2073, 1.1051)
C (-4.6713, -2.4598, -0.2774)
C (-5.8505, -3.0761, -0.7422)
C (-6.0145, -3.3696, -2.0701)
C (-5.0150, -3.0304, -2.9984)
C (-3.8721, -2.4044, -2.5819)
C (-3.6579, -2.1055, -1.2167)
H (-1.8250, -0.8408, -4.2818)
H (-0.4252, 0.2555, -4.1255)
H (-1.9852, 0.7341, -3.4610)
H (-1.0590, -3.7558, -0.6064)
H (-0.3684, -6.0168, -1.2517)
H (0.7539, -6.4028, -3.4302)
H (1.1082, -4.5134, -4.9846)
H (0.4223, -2.2384, -4.3380)
H (-1.2218, -1.3849, 1.0295)
H (-3.0967, -1.5943, 2.6175)
H (-5.2683, -2.4445, 1.7981)
H (-6.6211, -3.3317, -0.0247)
H (-6.9082, -3.8780, -2.4067)
H (-5.1473, -3.2791, -4.0431)
H (-3.0924, -2.1702, -3.2930)

***

3.
ORCA calculation (ωB97M-V with the def2-TZVPD basis set) on a molecular structure, C52H66BN7OS3TeV in a non-equilibrium geometry.

Properties
Frontier orbital gap (spin up / spin down) ... 0.2412 / 0.2351 hartree
Spin multiplicity ... 3
Total charge ... +1
Expectation value of S² ... 2.026

Positions of all 132 atoms, in Å:
V (-0.3217, 0.0141, -0.1549)
C (-1.9002, -1.8483, 4.2201)
C (-0.6340, -2.2175, 3.5072)
C (0.0145, -3.3931, 3.7084)
C (1.1907, -3.6986, 2.9915)
N (1.6596, -2.8852, 2.0804)
N (0.9964, -1.7436, 1.8491)
B (1.4756, -0.7553, 0.6849)
N (2.4278, -1.4589, -0.3673)
N (3.6624, -1.8490, 0.0441)
C (4.4463, -2.4297, -0.8131)
C (4.0011, -2.7229, -2.1291)
C (2.8098, -2.2689, -2.5734)
C (2.3412, -2.4845, -3.9817)
C (2.0123, -1.5263, -1.6434)
S (0.6130, -0.6803, -2.1939)
C (5.8761, -2.7510, -0.3939)
C (6.0846, -4.2702, -0.4364)
C (6.1620, -2.2247, 1.0089)
C (6.8413, -2.0737, -1.3809)
N (2.2864, 0.4090, 1.4211)
N (3.0339, 0.0336, 2.4688)
C (3.6318, 0.9531, 3.1793)
C (3.5654, 2.3078, 2.7943)
C (2.8047, 2.6930, 1.7343)
C (2.6679, 4.1298, 1.3299)
C (2.0777, 1.6812, 1.0563)
S (0.8849, 2.0667, -0.1513)
C (4.3356, 0.4602, 4.4484)
C (4.9937, 1.6175, 5.1983)
C (5.3910, -0.5869, 4.0809)
C (3.2851, -0.1999, 5.3525)
C (-0.0848, -1.3461, 2.5331)
S (-0.7769, 0.2188, 2.1950)
C (1.9456, -4.9932, 3.2542)
C (1.0123, -6.1694, 2.9446)
C (3.1934, -5.0832, 2.3835)
C (2.3650, -5.0323, 4.7323)
H (-2.1893, -2.6327, 4.9194)
H (-2.7069, -1.6889, 3.4999)
H (-1.7808, -0.9107, 4.7648)
H (-0.3896, -4.1162, 4.4084)
H (4.6416, -3.2887, -2.7973)
H (3.0163, -3.1605, -4.5059)
H (2.3029, -1.5355, -4.5212)
H (1.3294, -2.8920, -3.9993)
H (5.4027, -4.7803, 0.2464)
H (7.1070, -4.5115, -0.1353)
H (5.9323, -4.6797, -1.4389)
H (5.4916, -2.6645, 1.7473)
H (6.0367, -1.1404, 1.0595)
H (7.1926, -2.4682, 1.2805)
H (6.7387, -2.4573, -2.3990)
H (7.8707, -2.2554, -1.0641)
H (6.6820, -0.9928, -1.4081)
H (4.0958, 3.0594, 3.3646)
H (3.3292, 4.7603, 1.9228)
H (1.6375, 4.4632, 1.4666)
H (2.9003, 4.2626, 0.2721)
H (5.7672, 2.1086, 4.6010)
H (5.4735, 1.2312, 6.0991)
H (4.2684, 2.3727, 5.5136)
H (6.1704, -0.1627, 3.4409)
H (4.9316, -1.4221, 3.5488)
H (5.8646, -0.9640, 4.9913)
H (2.5244, 0.5186, 5.6727)
H (3.7702, -0.6037, 6.2448)
H (2.7861, -1.0163, 4.8249)
H (0.6919, -6.1507, 1.8999)
H (0.1188, -6.1650, 3.5745)
H (1.5347, -7.1114, 3.1233)
H (2.9410, -5.0676, 1.3207)
H (3.7213, -6.0132, 2.6089)
H (3.8646, -4.2443, 2.5697)
H (1.5040, -5.0044, 5.4054)
H (3.0161, -4.1886, 4.9783)
H (2.9140, -5.9552, 4.9331)
C (-6.8741, 7.1347, -1.8495)
C (-5.8841, 6.0069, -1.7315)
C (-6.0950, 4.9465, -0.8613)
C (-5.1847, 3.9019, -0.7445)
C (-5.4406, 2.8021, 0.2407)
C (-4.0514, 3.9235, -1.5514)
Te (-2.4573, 2.4767, -1.5204)
N (-2.4614, 0.5736, -1.0692)
C (-2.6641, -0.5032, -0.3178)
O (-1.6934, -1.3532, -0.2793)
C (-3.8893, -0.8997, 0.4241)
C (-4.3987, -2.1762, 0.1974)
C (-5.5270, -2.5976, 0.8862)
C (-6.1186, -1.7656, 1.8317)
C (-5.5762, -0.5139, 2.0917)
C (-4.4649, -0.0818, 1.3806)
C (-2.6258, 1.9671, -3.5448)
C (-1.4737, 1.9998, -4.3306)
C (-0.1036, 2.4453, -3.8702)
C (-1.6007, 1.6140, -5.6648)
C (-2.8097, 1.2105, -6.2040)
C (-2.9211, 0.7980, -7.6496)
C (-3.9273, 1.1747, -5.3702)
C (-3.8690, 1.5413, -4.0352)
C (-5.1302, 1.4481, -3.2068)
C (-3.7708, 4.9954, -2.4123)
C (-2.5237, 5.1468, -3.2631)
C (-4.7128, 6.0169, -2.4769)
H (-7.7454, 6.9665, -1.2187)
H (-7.2161, 7.2449, -2.8799)
H (-6.4219, 8.0826, -1.5536)
H (-6.9866, 4.9316, -0.2422)
H (-6.3108, 3.0187, 0.8585)
H (-4.5900, 2.6899, 0.9150)
H (-5.6112, 1.8446, -0.2541)
H (-3.9101, -2.8257, -0.5191)
H (-5.9386, -3.5812, 0.6957)
H (-6.9922, -2.1003, 2.3776)
H (-6.0095, 0.1197, 2.8563)
H (-3.9942, 0.8565, 1.6210)
H (0.0362, 2.4644, -2.7913)
H (0.1189, 3.4464, -4.2476)
H (0.6581, 1.7694, -4.2570)
H (-0.7153, 1.6301, -6.2936)
H (-1.9641, 0.8831, -8.1636)
H (-3.6468, 1.4200, -8.1779)
H (-3.2592, -0.2365, -7.7340)
H (-4.8785, 0.8376, -5.7724)
H (-5.8293, 0.7599, -3.6791)
H (-5.6223, 2.4187, -3.1144)
H (-4.9478, 1.0664, -2.2005)
H (-1.6011, 4.8395, -2.7621)
H (-2.3866, 6.1969, -3.5162)
H (-2.5948, 4.5809, -4.1921)
H (-4.5096, 6.8562, -3.1360)